Record 1
Formula: C5H3Cl2F
Source: OMol25
Level of theory: ωB97M-V/def2-TZVPD

The calculation puts the total energy at -1212.53855 Eh. As for the charge: 0. The calculation puts the orbital gap at 9.11 eV. The value obtained for the relative energy (zero: lowest compared OMol25 entry of this formula, charge and spin) is 0.000 eV. The structure (SMILES) is F[C@H]1C=CC(Cl)=C1Cl.

The geometry in XYZ format:
```
11
Properties=species:S:1:pos:R:3:nbo_charge:R:1
C 0.128 0.014 1.138 0.147
C -0.418 1.161 0.334 -0.203
C -0.496 0.813 -0.946 -0.204
C 0.050 -0.550 -1.114 -0.088
C 0.470 -1.016 0.076 -0.096
H -0.669 -0.414 1.751 0.194
H -0.715 2.112 0.775 0.230
H -0.871 1.405 -1.771 0.234
F 1.193 0.332 1.936 -0.333
Cl 0.134 -1.345 -2.623 0.053
Cl 1.195 -2.512 0.443 0.066
```

---

Record 2
Formula: C5H3Cl3F3NO2
Source: OMol25
Level of theory: ωB97M-V/def2-TZVPD

The calculation puts the total energy at -2077.61875 Eh. As for the charge: 0. The calculation puts the orbital gap at 9.57 eV.

The geometry in XYZ format:
```
17
Properties=species:S:1:pos:R:3:nbo_charge:R:1
C -0.864 1.904 -1.831 0.905
C -1.767 0.223 -1.331 0.351
C 0.373 0.568 0.142 -0.404
C -2.991 -0.296 -0.466 0.629
C -0.113 -3.772 -1.226 0.277
N -0.737 1.036 -0.708 -0.463
O -0.312 2.828 -2.314 -0.510
O -2.108 1.232 -2.212 -0.501
F -2.587 -0.765 0.742 -0.318
F -3.572 -1.358 -1.085 -0.311
F -0.558 -3.527 -0.012 -0.327
Cl -4.202 0.980 -0.248 0.008
Cl -1.126 -1.231 -2.246 -0.038
Cl -0.406 -5.370 -1.515 0.047
H -0.018 -0.208 0.677 0.226
H 1.140 0.174 -0.436 0.203
H 0.833 1.405 0.565 0.226
```

---

Number 1: HOMO -8.95 eV, LUMO level 0.16 eV. Number 2: HOMO -10.13 eV, LUMO level -0.56 eV.